[1]
Here is a cluster of 3 separate species, C32H68BFN10O6P4S2 in total at a distorted geometry from the OMol25 dataset. Energies are from wB97M-V/def2-TZVPD.

structure (SMILES) = CCOB(O)c1c(CCCSC(=S)N(CC)CC)c(F)c(P(N)O)c2nc(O)c(P(C)C)nc12.CN(C)P(=O)(N(C)C)N(C)C.CN(C)P(=O)(N(C)C)N(C)C

The geometry in XYZ format:
```
124
C32H68BFN10O6P4S2 wB97M-V/def2-TZVPD
C 2.230 -3.030 -5.031
C 2.313 -1.601 -4.434
O 1.917 -0.594 -5.376
B 1.473 0.579 -4.743
O 0.192 1.031 -4.920
C 2.565 1.354 -3.859
C 2.506 1.311 -2.473
C 1.416 0.568 -1.706
C 0.947 1.264 -0.399
C 0.589 2.765 -0.592
S 0.309 3.484 1.088
C 1.908 4.146 1.639
S 2.899 3.153 2.483
N 2.340 5.488 1.421
C 1.805 6.061 0.168
C 2.837 6.968 -0.572
C 1.937 6.251 2.644
C 1.883 7.786 2.474
C 3.572 2.007 -1.785
F 3.654 2.003 -0.432
C 4.587 2.698 -2.429
P 5.946 3.550 -1.432
N 6.981 2.264 -0.854
O 5.323 4.162 -0.015
C 4.625 2.750 -3.876
N 5.642 3.463 -4.459
C 5.551 3.372 -5.759
O 6.514 4.042 -6.501
C 4.554 2.647 -6.520
P 4.600 2.586 -8.374
C 6.357 2.338 -8.954
C 3.706 0.985 -8.747
N 3.567 2.005 -5.928
C 3.604 2.056 -4.562
H 1.772 -3.049 -6.034
H 3.229 -3.488 -5.129
H 1.636 -3.702 -4.387
H 1.733 -1.566 -3.496
H 3.380 -1.421 -4.185
H -0.361 0.273 -5.164
H 0.515 0.347 -2.303
H 1.839 -0.418 -1.413
H 0.015 0.764 -0.072
H 1.672 1.205 0.428
H 1.383 3.295 -1.141
H -0.339 2.907 -1.175
H 1.628 5.219 -0.527
H 0.821 6.554 0.277
H 3.044 7.905 -0.043
H 3.760 6.389 -0.757
H 2.409 7.141 -1.579
H 1.004 5.849 3.093
H 2.720 6.048 3.402
H 1.674 8.215 3.472
H 2.811 8.223 2.086
H 0.995 8.034 1.866
H 6.468 1.688 -0.179
H 7.217 1.643 -1.627
H 4.355 4.208 -0.007
H 6.273 4.979 -6.423
H 6.719 3.304 -9.340
H 6.433 1.598 -9.768
H 7.026 1.979 -8.151
H 2.615 1.107 -8.690
H 3.977 0.265 -7.946
H 4.047 0.534 -9.690
O -2.836 0.356 -0.133
P -4.317 0.105 0.104
N -4.141 -0.819 1.530
C -4.170 -2.246 1.750
C -3.771 -0.078 2.727
N -4.556 -0.741 -1.394
C -4.869 -2.149 -1.552
C -3.650 -0.356 -2.480
N -6.029 0.135 0.347
C -6.892 -0.839 0.978
C -6.745 1.052 -0.545
H -4.845 -2.489 2.579
H -3.177 -2.636 2.000
H -4.540 -2.815 0.901
H -4.644 0.445 3.145
H -3.003 0.669 2.507
H -3.368 -0.730 3.502
H -4.104 -2.799 -1.112
H -4.936 -2.416 -2.608
H -5.852 -2.400 -1.153
H -2.678 -0.865 -2.412
H -3.469 0.717 -2.478
H -4.093 -0.589 -3.452
H -6.707 -1.866 0.663
H -7.940 -0.632 0.755
H -6.800 -0.800 2.067
H -7.033 0.557 -1.480
H -6.119 1.909 -0.797
H -7.644 1.453 -0.070
O -3.054 -3.552 4.795
P -2.685 -4.971 5.221
N -3.410 -4.882 6.772
C -2.844 -4.609 8.070
C -4.862 -4.965 6.798
N -0.979 -4.667 5.110
C -0.039 -4.583 6.214
C -0.585 -3.668 4.110
N -2.333 -6.645 5.497
C -2.052 -7.344 6.731
C -1.858 -7.360 4.308
H -3.171 -5.366 8.795
H -3.147 -3.625 8.450
H -1.759 -4.642 8.088
H -5.193 -6.006 6.676
H -5.305 -4.373 5.992
H -5.277 -4.589 7.733
H -0.303 -3.796 6.929
H 0.965 -4.352 5.852
H 0.079 -5.536 6.729
H -0.687 -2.641 4.484
H -1.186 -3.760 3.207
H 0.453 -3.819 3.802
H -1.336 -6.835 7.376
H -1.638 -8.333 6.533
H -2.967 -7.509 7.309
H -0.769 -7.296 4.211
H -2.302 -6.938 3.405
H -2.147 -8.413 4.333
```

[2]
Here is a cluster of 10 separate species, C32H69BN9O11 in total at a distorted geometry from the OMol25 dataset. Energies are from wB97M-V/def2-TZVPD.

net charge = -1

The geometry in XYZ format:
```
122
C32H69BN9O11 wB97M-V/def2-TZVPD
C -0.974 5.653 2.446
C -1.778 5.475 1.404
C -3.029 5.176 0.388
B -4.442 5.226 1.258
C -5.337 6.598 1.361
C -4.863 3.801 1.959
O -5.278 2.764 1.266
O -4.839 3.649 3.360
H -0.557 5.869 3.502
H -2.895 4.102 -0.031
H -2.988 5.995 -0.421
H -6.460 6.386 1.577
H -4.980 7.324 2.179
H -5.270 7.124 0.329
C -1.834 1.422 -1.404
O -1.655 2.626 -1.466
N -3.007 0.778 -1.678
C -3.135 -0.660 -1.580
C -4.161 1.560 -2.080
H -1.024 0.735 -1.110
H -3.422 -1.059 -2.557
H -3.909 -0.898 -0.845
H -2.194 -1.117 -1.268
H -3.917 2.114 -2.991
H -4.402 2.274 -1.288
H -5.019 0.911 -2.264
C -8.343 6.698 -1.042
O -7.196 6.956 -0.721
N -8.756 5.530 -1.618
C -10.140 5.296 -1.972
C -7.777 4.492 -1.882
H -9.164 7.417 -0.885
H -10.503 4.419 -1.428
H -10.205 5.112 -3.048
H -10.761 6.157 -1.718
H -7.304 4.197 -0.941
H -7.009 4.887 -2.552
H -8.253 3.624 -2.340
C 1.039 -0.349 1.398
O 0.376 -1.362 1.240
N 0.714 0.687 2.222
C 1.548 1.861 2.355
C -0.513 0.611 2.992
H 1.988 -0.191 0.858
H 1.858 1.958 3.398
H 0.967 2.738 2.060
H 2.435 1.788 1.722
H -0.476 -0.271 3.638
H -1.359 0.509 2.308
H -0.640 1.507 3.601
C 4.716 -1.855 3.448
O 5.863 -1.594 3.772
N 4.302 -3.026 2.881
C 2.917 -3.260 2.524
C 5.277 -4.069 2.627
H 3.896 -1.133 3.596
H 2.552 -4.131 3.074
H 2.856 -3.452 1.450
H 2.297 -2.396 2.769
H 5.746 -4.356 3.572
H 6.048 -3.680 1.956
H 4.800 -4.939 2.174
C -7.929 11.506 -2.062
O -7.988 12.537 -2.710
N -7.971 11.426 -0.699
C -7.896 10.158 0.000
C -8.093 12.646 0.072
H -7.835 10.521 -2.549
H -8.804 10.028 0.596
H -7.023 10.167 0.658
H -7.806 9.327 -0.701
H -9.015 13.159 -0.214
H -7.245 13.298 -0.153
H -8.113 12.424 1.140
C 2.474 6.762 4.220
O 1.816 5.752 4.058
N 2.145 7.795 5.054
C 2.983 8.967 5.193
C 0.919 7.713 5.824
H 3.423 6.926 3.684
H 3.296 9.058 6.237
H 2.408 9.851 4.905
H 3.868 8.894 4.559
H 0.956 6.827 6.463
H 0.073 7.616 5.139
H 0.792 8.605 6.439
C 5.148 -7.943 1.115
O 4.803 -6.886 1.613
N 5.719 -8.086 -0.118
C 6.101 -9.379 -0.642
C 5.951 -6.906 -0.929
H 5.018 -8.901 1.644
H 7.176 -9.377 -0.841
H 5.555 -9.560 -1.571
H 5.871 -10.175 0.070
H 6.608 -6.223 -0.386
H 4.997 -6.405 -1.112
H 6.410 -7.179 -1.881
C 7.295 -7.025 -5.041
O 7.024 -6.562 -3.947
N 7.554 -8.341 -5.303
C 7.869 -8.812 -6.636
C 7.512 -9.298 -4.215
H 7.354 -6.388 -5.938
H 7.123 -9.552 -6.937
H 8.860 -9.273 -6.626
H 7.865 -7.988 -7.353
H 6.515 -9.285 -3.767
H 8.243 -9.007 -3.455
H 7.739 -10.302 -4.577
C 4.919 -12.589 -3.665
O 4.578 -12.198 -4.766
N 4.087 -12.763 -2.594
C 4.571 -13.235 -1.312
C 2.676 -12.466 -2.745
H 5.968 -12.844 -3.442
H 4.056 -14.165 -1.059
H 4.357 -12.478 -0.553
H 5.647 -13.418 -1.342
H 2.261 -13.095 -3.536
H 2.560 -11.418 -3.032
H 2.143 -12.651 -1.811
```

E_tot list, top to bottom, in eV: -123688.4331 -70909.8011
Lowest unoccupied orbital energy list, top to bottom, in eV: -0.69 1.21
HOMO-LUMO gap list, top to bottom, in eV: 7.00 5.07